# 1
{
  "formula": "C2H5BrN2O",
  "method": "wB97M-V/def2-TZVPD",
  "elements": ["C", "C", "N", "N", "O", "Br", "H", "H", "H", "H", "H"],
  "positions_angstrom": [[0.12, -0.60, -0.51], [-0.74, -1.45, 0.32], [0.30, 2.05, 0.11], [0.61, 1.17, 0.87], [-0.10, -0.05, -1.56], [2.14, -0.64, -0.11], [-1.72, -1.13, 0.21], [-0.67, -2.44, -0.31], [-0.38, -1.58, 1.39], [-0.24, 1.72, -0.67], [0.69, 2.96, 0.26]],
  "lumo_ev": 0.750,
  "homo_ha": -0.323,
  "homo_lumo_gap_ev": 9.528,
  "e_above_lowest_kcal_mol": 55.3
}

***

# 2
{
  "formula": "C3H11N3P",
  "method": "wB97M-V/def2-TZVPD",
  "elements": ["C", "C", "C", "N", "N", "N", "P", "H", "H", "H", "H", "H", "H", "H", "H", "H", "H", "H"],
  "positions_angstrom": [[1.99, 0.41, 0.36], [-1.78, 0.11, -1.52], [-1.39, -0.95, 1.10], [1.07, 0.92, -0.37], [2.91, -0.48, -0.01], [0.06, 1.69, 0.21], [-1.98, 0.57, 0.24], [1.81, 0.37, 1.44], [-2.30, 0.90, -2.12], [-2.22, -0.80, -1.76], [-0.73, -0.30, -1.74], [-2.24, -1.70, 0.78], [-1.51, -0.92, 2.22], [-0.26, -1.20, 0.92], [3.86, -0.30, 0.40], [2.86, -0.75, -1.02], [-0.06, 2.51, -0.38], [0.26, 1.89, 1.21]],
  "lumo_ev": -4.610,
  "homo_ha": -0.493,
  "total_charge": 1,
  "homo_lumo_gap_ev": 8.803,
  "e_above_lowest_kcal_mol": 25.5
}

***

# 3
{
  "formula": "C14H33BN5O7P2",
  "method": "wB97M-V/def2-TZVPD",
  "elements": ["C", "C", "N", "B", "N", "O", "C", "N", "C", "P", "O", "O", "N", "C", "N", "C", "C", "P", "O", "O", "C", "O", "C", "C", "H", "H", "H", "H", "H", "H", "H", "H", "H", "H", "H", "H", "H", "H", "H", "H", "H", "H", "H", "H", "H", "H", "H", "H", "H", "C", "C", "C", "O", "C", "H", "H", "H", "H", "H", "H", "H", "H"],
  "positions_angstrom": [[0.85, 2.63, -1.53], [0.06, 1.48, -1.20], [-0.64, 0.17, -0.81], [-1.90, 0.60, -0.07], [-2.35, 2.07, -0.21], [-2.78, -0.26, 0.74], [-1.07, -0.46, -2.11], [-0.29, 0.14, -3.29], [-0.93, -2.08, -2.23], [-2.66, -2.96, -2.07], [-3.89, -2.05, -2.94], [-3.19, -3.05, -0.42], [0.14, -2.72, -1.38], [1.51, -2.68, -2.01], [2.03, -4.14, -2.05], [3.52, -4.05, -2.44], [0.13, -2.23, 0.05], [1.46, -3.17, 1.11], [1.34, -4.90, 0.88], [1.10, -2.90, 2.80], [0.35, -0.61, 0.01], [0.18, -0.15, 1.43], [1.29, 0.70, 1.86], [2.74, -0.05, 2.03], [1.83, 3.26, -1.79], [-2.73, 2.16, -1.18], [-3.04, 2.33, 0.52], [-3.06, 0.34, 1.52], [-2.20, -0.15, -2.30], [-0.83, -0.19, -4.13], [0.64, -0.33, -3.37], [-0.62, -2.30, -3.36], [-4.78, -2.54, -2.85], [-4.08, -2.57, -0.32], [1.54, -2.31, -3.12], [2.32, -2.07, -1.42], [1.59, -4.63, -2.87], [4.13, -3.80, -1.46], [3.58, -3.21, -3.26], [3.88, -5.05, -2.95], [-0.89, -2.42, 0.63], [0.77, -5.15, 0.09], [1.36, -3.78, 3.25], [1.42, -0.36, -0.41], [1.01, 1.11, 2.94], [1.46, 1.67, 1.20], [3.61, 0.76, 2.06], [2.81, -0.72, 3.00], [2.98, -0.71, 1.07], [-1.81, 4.73, 2.55], [-0.80, 4.21, 1.56], [0.45, 4.97, 1.95], [0.36, 5.21, 3.36], [-0.97, 4.89, 3.80], [-2.66, 4.06, 2.70], [-2.19, 5.70, 2.22], [-0.64, 3.14, 1.71], [-1.08, 4.37, 0.51], [0.50, 5.94, 1.45], [1.37, 4.42, 1.73], [-0.92, 3.96, 4.37], [-1.34, 5.69, 4.45]],
  "lumo_ev": -3.268,
  "homo_ha": -0.406,
  "total_charge": 1,
  "homo_lumo_gap_ev": 7.784,
  "e_above_lowest_kcal_mol": 191.1
}

***

# 4
{
  "formula": "C2H6BN2OTb",
  "method": "wB97M-V/def2-TZVPD",
  "elements": ["C", "B", "N", "O", "C", "N", "H", "H", "H", "H", "H", "H", "Tb"],
  "positions_angstrom": [[1.44, 0.13, 0.08], [-0.07, -0.14, -0.50], [-0.90, -0.78, 0.63], [-0.71, 0.98, -1.15], [-0.76, 2.02, -0.34], [-0.88, 2.66, 0.58], [1.52, -0.10, 1.17], [2.16, -0.53, -0.46], [1.80, 1.17, -0.06], [0.05, -1.01, -1.37], [-1.50, -1.50, 0.13], [-1.58, -0.14, 1.07], [-0.58, -2.76, 0.21]],
  "multiplicity": 7,
  "lumo_ev": [-12.526, -12.309],
  "homo_ha": [-0.647, -0.648],
  "total_charge": 2,
  "homo_lumo_gap_ev": [5.077, 5.316]
}

***

# 5
{
  "formula": "C7H11O",
  "method": "wB97M-V/def2-TZVPD",
  "elements": ["C", "O", "C", "C", "C", "C", "C", "C", "H", "H", "H", "H", "H", "H", "H", "H", "H", "H", "H"],
  "positions_angstrom": [[-1.40, -2.09, 0.95], [-2.55, -2.56, 1.50], [-0.92, -0.78, 1.59], [0.44, -0.25, 0.98], [0.32, 0.74, -0.19], [-0.62, 0.85, -1.20], [2.05, 1.54, -1.90], [1.15, 1.69, -0.81], [-0.46, -2.79, 1.02], [-1.45, -1.85, -0.16], [-1.69, -0.02, 1.54], [-0.80, -1.05, 2.67], [0.96, -1.17, 0.69], [1.05, 0.21, 1.79], [-0.46, 0.35, -2.18], [-1.41, 1.53, -1.12], [2.72, 2.33, -2.18], [2.09, 0.58, -2.50], [1.00, 2.74, -0.50]],
  "lumo_ev": 2.473,
  "homo_ha": -0.086,
  "total_charge": -1,
  "homo_lumo_gap_ev": 4.824,
  "e_above_lowest_kcal_mol": 114.9
}

***

# 6
{
  "formula": "C2H3NO2S",
  "method": "wB97M-V/def2-TZVPD",
  "elements": ["H", "N", "C", "C", "S", "O", "O", "H", "H"],
  "positions_angstrom": [[-2.72, -0.38, -0.48], [-1.97, 0.25, -0.28], [-0.87, -0.29, 0.15], [0.19, 0.61, 0.36], [1.67, 0.00, -0.03], [2.79, 0.92, -0.16], [1.76, -1.40, -0.14], [-0.64, -1.34, 0.41], [-0.21, 1.62, 0.17]],
  "lumo_ev": -0.495,
  "homo_ha": -0.358,
  "homo_lumo_gap_ev": 9.252,
  "e_above_lowest_kcal_mol": 84.1,
  "smiles": "[H]/N=C/C=S(=O)=O"
}

***

We obtain E values of -2837.8623; -626.1969; -2060.7261; -1112.9779; -348.3145; -681.3253 hartree for the records listed above, in that order.